[1]
21
Properties=species:S:1:pos:R:3 method="wB97M-V/def2-TZVPD" homo_ev=-6.09 gap_ev=6.7 total_charge=0 relative_energy_kcal_mol=74.0 lumo_energy_ev=0.64
C -0.845 -0.277 -1.474
C -1.701 -1.037 -0.463
C -0.224 -1.196 -2.519
N 0.231 0.456 -0.744
H -1.458 0.478 -1.973
H 0.734 1.144 -1.309
H 0.807 -0.124 -0.058
H -1.107 -1.780 0.072
H -1.006 -1.731 -3.061
H 0.366 -0.636 -3.250
H -2.130 -0.364 0.280
H -2.512 -1.550 -0.984
H 0.421 -1.940 -2.047
C 0.526 0.620 1.972
C 1.694 1.432 2.540
H 1.792 1.389 3.637
H 2.654 1.090 2.133
H -0.415 0.965 2.427
H 0.609 -0.426 2.306
H -0.044 0.993 0.232
H 1.608 2.494 2.281



[2]
46
Properties=species:S:1:pos:R:3 method="wB97M-V/def2-TZVPD" spin_multiplicity=8 homo_ev="-14.14 / -14.14" gap_ev="5.5 / 5.5" total_charge=+2 relative_energy_kcal_mol=13.3 lumo_energy_ev="-8.66 / -8.67"
C 0.008 1.106 -6.210
C 0.017 2.311 -5.372
H 0.009 1.429 -7.271
H -0.917 0.534 -5.994
H 0.928 0.523 -5.997
O 0.021 2.919 -4.374
I -0.008 -1.461 -3.272
Gd 0.000 -0.146 -0.763
P 2.807 0.107 -0.099
C 3.708 1.246 1.017
C 3.372 -1.507 0.579
H 4.458 -1.592 0.473
H 4.838 -0.117 -1.462
H 2.866 -2.318 0.047
H 3.339 -0.455 -2.393
H 3.288 1.156 2.028
H 3.092 -1.567 1.635
C 3.806 0.198 -1.648
H 4.784 1.019 1.055
H 3.790 1.227 -2.022
H 3.572 2.278 0.676
P -2.808 0.137 -0.089
C -3.701 1.293 1.017
C -3.799 0.243 -1.643
H -2.923 -2.287 0.047
H -4.493 -1.527 0.491
H -3.117 -1.540 1.642
C -3.404 -1.467 0.588
H -3.340 -0.419 -2.386
H -4.837 -0.054 -1.461
H -4.782 1.092 1.039
H -3.535 2.322 0.681
H -3.765 1.271 -2.018
H -3.298 1.190 2.033
Cl -0.010 -2.604 -0.205
Br -0.269 -3.285 4.709
C -0.098 -1.554 3.973
C 0.003 -0.440 4.789
C 0.109 0.783 4.125
C 0.115 0.873 2.739
N 0.017 -0.210 1.939
C -0.081 -1.404 2.587
H -0.004 -0.548 5.870
H 0.188 1.694 4.701
H 0.201 1.841 2.232
H -0.146 -2.290 1.964